No. 1
Here is a 12-piece molecular cluster, C18H60O21 overall from the Open Molecules 2025 dataset. Energies are from ωB97M-V with the def2-TZVPD basis set.

Structure (XYZ):
```
99
Properties=species:S:1:pos:R:3
O 4.700 2.169 -1.858
C 4.484 3.552 -1.781
C 5.847 4.292 -1.713
O 5.599 5.625 -1.879
H 3.843 1.689 -1.797
H 3.835 3.907 -2.597
H 3.920 3.676 -0.904
H 6.533 3.848 -2.436
H 6.273 4.049 -0.784
H 4.826 5.729 -2.483
O -1.140 2.655 -3.065
C -1.797 3.586 -3.811
C -1.923 3.260 -5.290
O -2.530 4.267 -6.101
H -0.310 3.008 -2.710
H -2.827 3.722 -3.416
H -1.268 4.475 -3.692
H -2.448 2.322 -5.449
H -0.895 3.218 -5.681
H -2.331 5.091 -5.704
O -1.760 1.045 3.308
C -2.714 0.583 2.466
C -2.137 0.023 1.148
O -3.234 -0.376 0.323
H -2.082 1.411 4.150
H -3.194 -0.262 3.041
H -3.483 1.364 2.222
H -1.439 -0.797 1.266
H -1.691 0.827 0.536
H -3.060 -0.211 -0.616
O -1.603 -4.950 2.406
C -1.881 -5.015 1.048
C -1.204 -3.772 0.448
O -1.126 -3.869 -0.916
H -1.115 -5.749 2.599
H -1.601 -5.943 0.590
H -2.977 -4.939 0.905
H -0.151 -3.557 0.767
H -1.709 -2.804 0.734
H -0.540 -3.243 -1.254
O -1.051 3.735 2.560
C 0.377 3.728 2.398
C 0.806 2.708 1.290
O 2.223 2.778 1.020
H -1.336 2.888 2.923
H 0.703 4.771 2.224
H 0.841 3.528 3.323
H 0.372 3.034 0.284
H 0.548 1.698 1.464
H 2.376 3.725 0.902
O 3.023 -3.782 2.798
C 4.116 -3.627 1.849
C 3.967 -2.371 0.992
O 3.450 -1.427 1.844
H 3.222 -4.463 3.480
H 5.045 -3.678 2.464
H 4.012 -4.475 1.230
H 3.453 -2.532 0.090
H 5.007 -2.109 0.690
H 2.606 -1.738 2.099
O -5.760 -1.167 -1.510
C -5.666 -2.520 -1.542
C -4.216 -2.936 -1.438
O -4.070 -4.313 -1.502
H -5.294 -0.822 -2.252
H -6.302 -2.954 -0.688
H -6.058 -2.888 -2.483
H -3.985 -2.587 -0.445
H -3.540 -2.391 -2.105
H -3.117 -4.518 -1.429
O -1.526 -3.449 4.713
C -1.045 -2.294 4.105
C 0.404 -2.449 3.545
O 0.540 -1.281 2.762
H -1.738 -4.054 3.958
H -1.776 -2.056 3.305
H -1.028 -1.421 4.789
H 0.374 -3.303 2.914
H 1.162 -2.563 4.263
H 0.228 -0.447 3.233
O -0.705 -1.093 -1.792
C 0.150 -0.014 -1.623
C 1.309 -0.349 -0.684
O 2.216 0.625 -0.878
H -1.489 -0.711 -2.168
H 0.353 0.336 -2.644
H -0.465 0.800 -1.152
H 1.739 -1.317 -1.014
H 1.002 -0.508 0.326
H 2.894 0.585 -0.158
O 4.460 1.018 0.853
H 3.910 1.737 1.160
H 4.275 0.334 1.508
O 1.393 3.059 -2.075
H 1.624 2.314 -1.555
H 1.716 3.839 -1.635
O -3.003 0.785 -2.124
H -3.802 1.196 -1.796
H -2.613 1.479 -2.683
```

The value obtained for the largest force on an atom is 3.958 eV Å⁻¹. As for the relative energy (zero: lowest compared OMol25 entry of this formula, charge and spin): 64.0 kcal/mol. The molecular weight comes out at 612.66 g mol⁻¹. The value obtained for the total energy is -2301.6181 hartree. The gap between HOMO and LUMO is 9.487 eV. As for the multiplicity: 1. The SMILES is OCCO.OCCO.OCCO.OCCO.OCCO.OCCO.OCCO.OCCO.OCCO.O.O.O. For the lowest unoccupied orbital energy, the calculation gives 0.0 eV. As for the HOMO energy: -0.3475 Ha.

No. 2
Here is a 13-piece molecular cluster, C18H62N4O13 overall from the Open Molecules 2025 dataset. Energies are from ωB97M-V with the def2-TZVPD basis set.

Structure (XYZ):
```
97
Properties=species:S:1:pos:R:3
C -3.230 9.493 7.129
C -1.941 9.208 6.427
O -2.107 8.928 5.049
H -3.869 8.572 7.079
H -3.813 10.295 6.681
H -3.092 9.755 8.198
H -1.367 8.335 6.780
H -1.328 10.156 6.569
H -1.482 8.239 4.864
C -3.612 13.188 6.584
C -3.846 12.906 5.143
O -5.013 13.602 4.806
H -2.895 12.538 7.085
H -4.505 12.986 7.136
H -3.353 14.237 6.740
H -4.114 11.893 5.134
H -3.010 13.190 4.486
H -5.302 13.304 3.914
C -4.899 6.407 9.295
C -5.907 7.473 9.044
O -6.255 7.580 7.687
H -4.569 6.373 10.318
H -3.949 6.537 8.707
H -5.276 5.415 9.146
H -5.589 8.459 9.391
H -6.811 7.166 9.582
H -6.537 6.715 7.330
C -0.090 9.184 1.459
C -1.639 9.314 1.485
O -2.005 10.614 1.156
H 0.119 8.120 1.632
H 0.523 9.776 2.209
H 0.104 9.517 0.486
H -2.087 9.111 2.399
H -2.129 8.696 0.812
H -2.975 10.585 0.929
C 0.021 6.173 7.819
C -1.401 5.634 7.483
O -1.773 4.632 8.466
H 0.330 6.684 6.928
H 0.703 5.292 7.941
H 0.026 6.733 8.728
H -1.353 5.211 6.530
H -2.203 6.336 7.477
H -2.364 3.986 7.977
C -0.332 12.250 4.666
O -0.257 12.222 6.104
N 0.156 13.249 4.016
N -0.891 11.309 3.991
H 0.539 13.933 4.623
H 0.190 13.336 3.012
H -1.294 10.525 4.555
H -1.024 11.354 2.981
C 1.642 8.815 5.041
O 0.998 9.230 6.175
N 1.333 7.779 4.325
N 2.728 9.411 4.548
H 0.439 7.328 4.531
H 1.722 7.566 3.424
H 2.847 10.416 4.920
H 2.915 9.173 3.544
C -0.576 5.226 2.998
O -1.061 6.365 3.617
H -1.070 5.280 2.068
H -0.806 4.287 3.459
H 0.438 5.246 2.871
H -2.002 6.166 3.533
C -5.364 8.948 3.524
O -4.490 9.986 3.580
H -5.404 8.343 4.431
H -5.219 8.310 2.671
H -6.337 9.368 3.262
H -3.680 9.762 4.046
C -4.399 6.037 5.453
O -3.480 5.008 4.955
H -4.374 6.028 6.532
H -5.443 5.845 5.080
H -4.131 7.028 5.132
H -3.608 4.173 5.412
C -6.631 10.599 6.159
O -7.335 10.214 7.296
H -7.191 10.868 5.284
H -6.046 9.735 5.929
H -6.001 11.394 6.389
H -7.211 9.255 7.416
C -0.424 9.914 9.368
O 0.908 9.659 8.909
H -0.585 10.303 10.398
H -1.150 9.189 9.064
H -0.773 10.748 8.774
H 0.886 9.478 7.992
C -5.262 11.625 9.232
O -5.529 11.454 10.591
H -6.032 12.237 8.695
H -5.351 10.615 8.851
H -4.292 11.940 8.989
H -6.308 11.994 10.759
```

The value obtained for the largest force on an atom is 8.946 eV Å⁻¹. As for the relative energy (zero: lowest compared OMol25 entry of this formula, charge and spin): 38.4 kcal/mol. The molecular weight comes out at 542.71 g mol⁻¹. The value obtained for the total energy is -1919.9161 hartree. The gap between HOMO and LUMO is 8.424 eV. As for the multiplicity: 1. For the lowest unoccupied orbital energy, the calculation gives -0.1 eV. As for the HOMO energy: -0.3132 Ha.

No. 3
Here is a 16-piece molecular cluster, C18H65F3N28O17 overall from the Open Molecules 2025 dataset. Energies are from ωB97M-V with the def2-TZVPD basis set.

Structure (XYZ):
```
131
Properties=species:S:1:pos:R:3
O 0.103 0.029 0.126
H -0.199 -0.838 0.406
H 0.266 0.614 0.869
H 0.957 -0.053 -0.304
C -2.272 -3.129 1.065
O -1.583 -4.320 0.562
O -1.492 -2.101 0.642
C -3.782 -3.215 0.603
F -4.503 -4.248 1.078
F -4.478 -2.110 1.124
F -3.963 -3.284 -0.805
C -1.859 -5.603 1.190
C -1.468 -6.647 0.260
H -1.805 -6.490 -0.764
H -0.384 -6.674 0.147
H -2.041 -7.531 0.540
H -2.831 -5.953 1.536
H -1.178 -5.635 2.040
H -2.126 -3.309 2.129
C 0.491 -0.123 6.222
O -0.139 0.086 7.195
N 0.500 0.678 5.231
N 1.416 -1.071 6.118
H -0.023 1.535 5.337
H 0.519 0.265 4.309
H 1.715 -1.593 6.930
H 1.883 -1.073 5.223
C 3.663 -0.099 -1.014
O 2.536 -0.415 -0.730
N 4.778 -0.525 -0.514
N 3.934 0.634 -2.027
H 4.691 -1.023 0.361
H 5.716 -0.231 -0.745
H 3.152 1.006 -2.545
H 4.889 0.864 -2.262
C 4.749 0.443 3.373
O 4.891 -0.752 3.779
N 5.673 1.385 3.495
N 3.682 0.988 2.866
H 5.682 2.281 3.028
H 6.414 1.188 4.152
H 2.859 0.414 2.748
H 3.671 1.954 2.571
C 0.302 -4.099 -2.349
O 0.637 -4.576 -3.337
N 0.602 -4.608 -1.186
N -0.364 -3.024 -2.185
H 1.003 -5.529 -1.293
H 0.369 -4.185 -0.299
H -0.720 -2.400 -2.894
H -0.760 -2.838 -1.275
C 4.435 -4.193 -2.330
O 4.300 -5.410 -2.381
N 5.506 -3.563 -2.110
N 3.377 -3.383 -2.424
H 6.239 -4.224 -1.895
H 5.729 -2.579 -2.146
H 2.619 -3.976 -2.117
H 3.433 -2.380 -2.321
C 1.868 -2.200 2.295
O 1.421 -1.166 2.583
N 1.207 -3.262 1.913
N 3.147 -2.444 2.574
H 1.718 -4.132 1.869
H 0.229 -3.084 1.731
H 3.508 -3.385 2.634
H 3.724 -1.679 2.897
C 0.730 0.333 -3.652
O -0.277 0.774 -3.116
N 1.124 -0.939 -3.500
N 1.549 0.994 -4.409
H 0.693 -1.356 -2.687
H 1.810 -1.342 -4.123
H 2.495 0.642 -4.410
H 1.408 1.936 -4.745
C -1.986 0.870 -6.059
O -2.685 1.001 -7.049
N -2.174 -0.035 -5.193
N -1.098 1.735 -5.703
H -1.558 0.059 -4.398
H -2.742 -0.859 -5.335
H -0.449 1.646 -4.934
H -0.985 2.627 -6.163
C -2.450 1.120 2.678
O -2.532 2.230 3.095
N -2.154 0.162 3.458
N -2.518 0.768 1.441
H -1.704 -0.673 3.110
H -2.302 0.331 4.442
H -2.239 -0.186 1.262
H -2.441 1.512 0.762
C 0.587 3.518 -1.243
O 1.227 2.686 -0.632
N 0.114 3.233 -2.392
N 0.295 4.716 -0.893
H -0.009 4.087 -2.917
H 0.222 2.360 -2.889
H -0.467 5.181 -1.365
H 0.670 5.009 -0.003
C 0.886 2.671 2.500
O 0.729 1.533 2.207
N 0.236 3.338 3.407
N 1.895 3.458 2.074
H 0.673 4.154 3.811
H -0.447 2.936 4.033
H 2.337 3.197 1.205
H 1.831 4.450 2.255
C -4.277 4.358 -1.701
O -4.375 5.550 -1.566
N -5.207 3.477 -1.979
N -3.198 3.712 -1.547
H -4.922 2.550 -2.260
H -6.120 3.793 -2.275
H -3.031 2.811 -1.970
H -2.426 4.337 -1.730
C -3.002 6.089 1.826
O -2.943 6.538 2.928
N -3.275 6.899 0.799
N -2.847 4.855 1.530
H -3.474 6.682 -0.167
H -3.604 7.714 1.298
H -2.457 4.364 2.321
H -2.564 4.666 0.579
C -3.417 0.194 -1.711
O -3.536 1.093 -2.482
N -4.342 -0.521 -1.059
N -2.314 -0.402 -1.552
H -5.266 -0.176 -1.279
H -4.222 -1.235 -0.355
H -1.572 -0.014 -2.117
H -2.137 -1.204 -0.964
```

The value obtained for the largest force on an atom is 8.277 eV Å⁻¹. As for the relative energy (zero: lowest compared OMol25 entry of this formula, charge and spin): 164.6 kcal/mol. The molecular weight comes out at 1002.89 g mol⁻¹. The value obtained for the total energy is -3836.9821 hartree. The gap between HOMO and LUMO is 7.976 eV. As for the multiplicity: 1. For the lowest unoccupied orbital energy, the calculation gives -1.0 eV. As for the HOMO energy: -0.3310 Ha.